Entry 1:
Computed, not measured: a molecular structure, C11H20I2O4RuS2Yb, with ωB97M-V/def2-TZVPD.

Element x y z (Å)
I -0.715 -3.065 -0.936
I -1.210 -1.657 -3.068
Ru 0.226 1.233 -1.067
Yb 0.332 1.191 1.697
S 1.444 -0.636 -0.174
S -1.431 -0.234 0.141
C 2.467 1.319 3.450
C 3.273 -1.042 -0.616
C -3.340 -0.157 -0.036
C 3.527 -0.716 -2.067
C 3.976 -0.090 0.360
C 3.659 -2.476 -0.386
C -3.851 -0.233 -1.441
C -3.602 1.255 0.528
C -3.977 -1.246 0.815
C 1.734 2.162 -1.548
C -0.714 2.703 -0.564
O 3.399 1.312 4.121
O 2.702 2.730 -1.877
O -1.420 3.637 -0.390
H 3.256 0.318 -2.316
H 2.944 -1.377 -2.740
H 4.595 -0.837 -2.310
H 3.822 0.937 0.042
H 5.063 -0.313 0.386
H 3.564 -0.238 1.357
H 3.420 -2.850 0.636
H 4.769 -2.586 -0.491
H 3.215 -3.177 -1.095
H -4.936 0.003 -1.431
H -3.750 -1.231 -1.893
H -3.362 0.482 -2.111
H -4.663 1.340 0.736
H -3.298 2.001 -0.211
H -3.016 1.431 1.467
H -5.049 -1.008 0.932
H -3.538 -1.324 1.821
H -3.895 -2.233 0.338
O -1.609 1.593 3.053
H -1.981 0.762 3.362
H -2.029 2.317 3.529

Force components x, y, z for each atom (eV/Å):
I 1.06 -2.58 3.67
I -0.88 2.22 -4.24
Ru -0.85 -3.47 0.64
Yb -0.05 -0.59 0.50
S -0.65 -0.20 0.56
S -0.04 0.17 -0.18
C 3.44 -0.06 2.43
C 1.71 0.32 -0.24
C -1.14 0.28 0.64
C -0.81 0.50 -0.88
C 0.20 -0.22 -0.16
C -0.15 -1.28 1.36
C 0.27 -0.02 -0.96
C 1.33 0.09 0.44
C 0.39 -0.38 0.38
C 5.73 3.94 -2.56
C -4.26 6.62 0.35
O -3.83 0.06 -2.71
O -4.17 -2.39 1.60
O 3.35 -4.20 -0.30
H 0.25 -0.26 0.01
H 0.44 0.21 0.34
H -0.30 -0.07 0.22
H 0.20 0.25 0.04
H -0.56 0.17 -0.06
H 0.31 -0.06 0.24
H 0.18 0.33 -0.58
H -0.84 0.35 -0.02
H -0.04 0.16 -0.10
H 0.52 -0.14 0.00
H -0.21 0.02 0.26
H -0.18 0.15 0.08
H -0.22 0.08 0.05
H -0.32 0.02 0.16
H -0.97 -0.08 -0.88
H 0.41 -0.11 -0.11
H -0.20 0.09 -0.21
H -0.09 0.26 0.13
O 1.75 -0.41 -0.84
H -0.57 -0.19 0.51
H -0.21 0.43 0.41

As for the HOMO-LUMO gap (spin up / spin down): 5.953 / 5.086 eV. As for the expectation value of S²: 12.02. The multiplicity is 7. The calculation puts the HOMO energy (spin up / spin down) at -20.4010 / -22.0647 eV. As for the net charge: +4.

***

Entry 2:
Computed, not measured: a molecular structure, C11H20IMnN6, with ωB97M-V/def2-TZVPD.

Element x y z (Å)
Mn 0.041 0.263 0.362
C -2.139 -3.608 -1.218
N -0.732 -3.357 -1.605
C -0.100 -4.315 -2.546
C -0.111 -2.274 -1.208
N -0.670 -1.305 -0.495
N 1.211 -2.124 -1.602
C 2.049 -1.102 -1.286
N 3.274 -1.160 -1.769
N 1.663 -0.080 -0.526
H -2.316 -4.677 -1.267
H -2.830 -3.104 -1.895
H -2.313 -3.302 -0.188
H -0.794 -5.130 -2.713
H 0.802 -4.752 -2.114
H 0.105 -3.847 -3.509
H -1.667 -1.427 -0.366
H 1.592 -2.862 -2.175
H 3.599 -1.933 -2.333
H 3.956 -0.440 -1.577
H 2.389 0.593 -0.314
I 0.881 1.459 2.575
C 0.305 -0.526 2.198
H -0.642 -0.769 2.676
H 1.094 -1.244 2.384
C -3.209 4.955 -2.110
C -2.374 3.814 -1.625
C -2.704 3.107 -0.462
C -1.897 2.074 -0.062
N -0.799 1.685 -0.747
C -0.469 2.361 -1.866
C -1.231 3.407 -2.321
H -3.936 5.278 -1.370
H -3.750 4.652 -3.011
H -2.582 5.800 -2.391
H -3.578 3.370 0.119
H -2.147 1.514 0.844
H 0.419 2.037 -2.390
H -0.932 3.919 -3.227

Force components x, y, z for each atom (eV/Å):
Mn 0.65 -0.78 -0.65
C 0.14 -0.02 -0.02
N -0.16 -0.28 -0.19
C -0.07 0.04 0.13
C 0.01 0.12 -0.07
N 0.04 0.06 0.24
N -0.04 0.08 0.17
C 0.03 0.02 0.00
N 0.11 -0.03 -0.03
N -0.44 0.03 0.27
H 0.00 0.00 -0.01
H 0.05 0.03 -0.01
H 0.01 -0.01 0.02
H -0.05 0.00 -0.02
H 0.01 0.00 0.04
H -0.01 0.04 0.00
H -0.11 -0.05 0.01
H 0.04 -0.07 -0.03
H 0.01 0.02 -0.01
H 0.01 0.01 0.00
H 0.09 0.10 -0.02
I -0.04 -0.14 -0.01
C -0.13 0.38 0.23
H -0.03 -0.04 0.01
H 0.08 -0.05 -0.18
C 0.07 -0.11 0.01
C -0.15 0.20 -0.05
C -0.10 0.03 -0.02
C 0.03 -0.06 -0.20
N -0.17 0.60 0.27
C -0.01 -0.16 0.09
C 0.02 0.07 -0.13
H 0.00 -0.01 0.03
H 0.00 -0.03 0.00
H 0.03 0.01 0.01
H 0.03 -0.01 0.00
H 0.02 -0.01 0.09
H 0.02 0.00 0.00
H -0.01 0.00 0.03

As for the HOMO-LUMO gap (spin up / spin down): 6.163 / 7.659 eV. As for the expectation value of S²: 4.00. The multiplicity is 4. The calculation puts the HOMO energy (spin up / spin down) at -19.1538 / -19.1407 eV. As for the net charge: +3.

***

Entry 3:
Computed, not measured: a single C11H20N2O5 molecule, with ωB97M-V/def2-TZVPD.

Element x y z (Å)
C -1.869 2.194 -0.810
C -2.684 1.227 0.028
C -4.158 1.692 0.102
C -2.664 -0.288 -0.389
C -1.224 -0.875 -0.383
N -1.148 -2.249 -0.909
C -0.826 -1.127 1.075
O -1.713 -1.437 1.819
N 0.511 -1.363 1.335
C 1.674 -0.873 0.554
C 2.772 -0.318 1.416
C 4.101 0.180 0.764
C 3.876 1.502 0.052
O 3.652 2.537 0.623
O 3.499 1.405 -1.218
C 2.106 -1.612 -0.654
O 2.858 -1.178 -1.519
O 1.542 -2.787 -0.870
H -2.133 3.239 -0.558
H -0.695 2.192 -0.617
H -1.832 1.994 -1.877
H -2.190 1.616 0.916
H -4.993 1.314 0.668
H -4.461 1.615 -0.915
H -4.104 2.805 0.172
H -2.956 -0.494 -1.471
H -3.301 -0.892 0.369
H -0.618 -0.248 -0.963
H -1.960 -2.736 -0.484
H -1.428 -2.226 -1.883
H 0.921 -1.869 2.058
H 1.084 0.095 0.188
H 2.354 0.649 1.938
H 2.647 -1.086 2.245
H 4.744 0.437 1.629
H 4.574 -0.650 0.123
H 3.500 0.411 -1.629
H 0.541 -2.793 -0.924

Force components x, y, z for each atom (eV/Å):
C 2.80 0.46 -0.96
C -0.73 -0.04 0.39
C 1.07 2.22 -1.49
C 0.72 -0.46 0.57
C -1.67 -0.22 1.38
N -1.26 -0.49 -0.31
C 1.32 -0.98 -0.52
O -0.24 -0.11 1.41
N 1.68 0.68 -1.72
C -3.88 4.68 -1.62
C -1.50 1.63 2.31
C 1.17 -1.94 0.96
C -2.71 -0.63 -0.45
O 1.08 0.11 0.57
O 0.60 -2.36 -2.18
C -0.47 -0.60 -2.14
O 0.05 -0.04 1.09
O -0.06 -0.79 -0.27
H -0.10 -0.51 -0.50
H -2.26 -0.38 0.24
H -0.75 0.33 -0.46
H -0.24 -1.89 1.40
H 0.53 -0.62 0.84
H -0.76 -0.29 -1.18
H -0.37 -0.67 0.61
H -0.41 0.84 1.31
H 0.96 0.97 -1.59
H 1.19 0.86 -0.68
H 0.88 0.01 -0.01
H 0.19 0.09 -0.37
H -0.89 -1.25 2.12
H 1.94 -1.59 -0.51
H 0.59 -1.83 -0.89
H 2.14 0.81 -0.38
H -0.05 -0.41 -0.55
H -0.55 1.53 0.96
H -0.04 2.60 1.83
H 0.02 0.30 0.75

As for the HOMO-LUMO gap: 10.601 eV. The value obtained for the energy relative to the best compared isomer or geometry (same formula, charge and spin) is 3.5463 eV. As for the SMILES: CC(C)C[C@H](N)C(=O)N[C@@H](CCC(=O)O)C(=O)O. The calculation puts the HOMO energy at -10.2314 eV. As for the net charge: 0.

***

It is found that the total energy values, taken in the order of the records, are -91856.6812; -60065.6451; -24947.3691 eV.